Below is a single C14H17NO molecule, with properties calculated with ωB97M-V/def2-TZVPD.

Energy relative to the best compared isomer or geometry (same formula, charge and spin), eV: 5.116
Orbital gap, eV: 8.1264
HOMO level, eV: -7.539
2S+1: 1
SMILES: CCNCCOc1cccc2ccccc12

Each line ends with the Löwdin charge.
Positions of all 33 atoms, in Å:
C -4.387324 0.958763 0.744944  -0.1575
C -4.427531 -0.493350 0.655060  -0.3297
C -1.983886 -0.441219 0.100733  -0.2079
C -1.065295 -1.066465 -1.070366  -0.1856
C 0.847095 -0.113864 -0.531629  -0.2135
C 0.287385 1.241418 -0.609436  -0.0161
C 1.176415 2.267649 -0.532296  -0.1129
C 2.444490 2.011752 -0.168781  -0.0740
C 2.977193 0.732329 0.154826  -0.1759
C 4.423530 0.638120 0.321832  -0.0407
C 5.020547 -0.608430 0.625937  -0.0891
C 4.141025 -1.750843 0.444669  -0.0917
C 2.829819 -1.707309 -0.081853  0.0192
C 2.237604 -0.373764 -0.227617  -0.0906
H -3.592757 1.433372 1.448275  0.1095
H -5.496711 1.274819 0.956319  0.1012
H -4.558642 1.380884 -0.259304  0.0788
H -5.377483 -0.851853 0.234586  0.1107
H -4.309335 -1.013132 1.560468  0.0809
H -3.290847 -2.011500 -0.631892  0.1671
H -1.878335 -0.745401 1.282805  0.1631
H -1.824969 0.769037 0.105289  0.1064
H -1.478107 -2.188717 -1.351876  0.1673
H -1.185287 -0.452083 -1.912665  0.1054
H -0.760538 1.431056 -0.731559  0.0714
H 0.787340 3.263891 -0.672182  0.1122
H 3.196596 2.779542 -0.308933  0.1039
H 5.082019 1.605110 0.370225  0.1342
H 6.202708 -0.610590 0.602190  0.1361
H 4.757328 -2.564833 0.710741  0.0713
H 2.336933 -2.690628 -0.247151  0.1175
N -3.349146 -0.869866 -0.354226  -0.1384
O 0.218172 -1.233887 -0.627128  -0.0323

Forces on atoms 1 to 2 (eV/Å):
-2.982 3.001 0.930
1.120 -1.836 -3.097